1.
59
Properties=species:S:1:pos:R:3:forces:R:3 method="wB97M-V/def2-TZVPD" total_charge=+1 homo_ev=-11.76 orbital_gap_ev=8.4 total_energy_ev=-55775.0771 e_above_lowest_kcal_mol=0.5
Pt 0.544 -0.149 0.615 -0.06 0.08 0.14
C 3.225 -1.172 -0.827 -0.05 0.02 -0.04
C 3.449 0.109 -0.092 0.03 0.01 0.02
C 4.690 0.732 -0.060 0.00 0.02 0.01
C 4.855 1.921 0.624 0.02 -0.01 -0.02
C 3.767 2.484 1.276 -0.03 0.01 0.01
C 2.552 1.831 1.222 0.03 -0.03 0.00
N 2.409 0.670 0.552 0.00 -0.02 0.01
Sb 0.720 2.484 2.142 -0.02 0.02 -0.02
C 0.651 0.550 3.227 -0.01 0.01 0.02
C 0.525 0.585 4.598 0.00 0.00 0.01
C 0.569 -0.612 5.311 0.00 0.01 -0.02
C 0.716 -1.800 4.629 0.00 0.00 0.00
C 0.817 -1.797 3.238 0.01 -0.04 0.00
C 0.896 -3.053 2.437 0.01 0.00 0.00
N 0.808 -0.635 2.581 -0.04 0.06 -0.05
C -0.220 2.397 0.140 0.01 0.01 0.03
C -0.853 3.527 -0.318 -0.01 0.00 0.00
C -1.336 3.545 -1.627 -0.01 0.00 -0.01
C -1.178 2.434 -2.420 0.00 0.00 0.00
C -0.558 1.294 -1.908 0.03 -0.02 0.02
C -0.428 0.044 -2.714 -0.01 0.00 -0.02
N -0.083 1.307 -0.662 0.03 0.02 -0.04
H 4.146 -1.520 -1.287 0.01 0.00 0.01
H 2.476 -1.029 -1.607 0.01 -0.02 0.00
H 2.851 -1.945 -0.155 0.01 0.00 0.01
H 5.519 0.270 -0.578 0.00 0.00 0.00
H 5.821 2.407 0.648 0.00 0.00 0.00
H 3.862 3.415 1.819 0.00 0.00 0.00
H 0.389 1.530 5.109 0.00 0.00 0.00
H 0.478 -0.609 6.389 0.00 0.00 0.00
H 0.743 -2.744 5.155 0.00 0.00 0.00
H 1.170 -3.901 3.060 0.00 0.00 0.00
H 1.622 -2.951 1.631 0.00 0.00 0.00
H -0.077 -3.249 1.984 -0.01 0.00 -0.01
H -0.977 4.386 0.330 0.00 0.00 0.00
H -1.838 4.423 -2.011 0.00 0.00 0.00
H -1.551 2.415 -3.435 0.00 0.00 0.00
H 0.163 0.223 -3.613 0.00 0.01 0.00
H -1.417 -0.294 -3.026 0.00 0.00 0.00
H 0.042 -0.747 -2.130 0.00 0.00 0.01
O -2.678 0.161 -0.410 0.01 0.00 -0.04
C -2.222 -0.913 -0.074 -0.05 0.11 0.14
O -1.228 -1.098 0.757 0.14 -0.24 -0.20
C -2.794 -2.193 -0.625 -0.07 0.01 0.01
C -4.070 -2.191 -1.176 0.04 0.01 0.01
C -4.557 -3.362 -1.722 -0.01 -0.01 -0.01
C -3.824 -4.534 -1.765 -0.01 0.00 0.00
C -2.556 -4.490 -1.223 0.00 0.03 0.00
C -2.030 -3.349 -0.647 0.02 -0.03 0.04
N -1.721 -5.709 -1.262 -0.01 0.00 0.01
O -0.588 -5.617 -0.832 0.01 0.00 0.02
O -2.218 -6.711 -1.719 0.00 -0.01 -0.01
N -5.920 -3.365 -2.301 0.00 -0.01 0.00
O -6.311 -4.403 -2.787 0.00 -0.01 0.00
O -6.544 -2.328 -2.249 -0.01 0.02 0.00
H -4.666 -1.291 -1.179 0.00 0.00 0.00
H -4.225 -5.434 -2.204 0.00 0.00 0.00
H -1.034 -3.365 -0.233 -0.01 0.01 -0.01

=====

2.
69
Properties=species:S:1:pos:R:3:forces:R:3 method="wB97M-V/def2-TZVPD" homo_ev=-10.29 orbital_gap_ev=8.6 total_energy_ev=-73307.4918
C 6.563 0.290 0.595 -0.19 -0.17 -0.03
B 5.426 0.965 -0.247 0.14 0.01 0.18
O 5.603 2.197 -0.836 -0.27 -0.17 -0.19
C 4.024 0.257 -0.379 -0.10 0.15 0.09
C 2.846 0.856 0.071 0.19 0.05 -0.14
C 1.614 0.231 -0.026 -0.12 -0.13 -0.10
C 0.373 0.941 0.447 0.19 -0.06 0.03
C -0.476 1.381 -0.703 -0.01 0.22 -0.61
O -0.146 1.641 -1.810 -0.29 -0.15 0.52
F -1.775 1.568 -0.316 0.24 -0.01 0.00
C 1.559 -1.049 -0.584 0.09 0.10 0.01
C 2.725 -1.654 -1.055 -0.05 0.15 0.02
C 3.944 -1.008 -0.954 0.01 0.06 0.06
C 2.660 -2.999 -1.683 -0.05 0.10 -0.01
O 3.494 -3.375 -2.477 0.18 -0.25 0.07
C 1.507 -3.841 -1.293 -0.28 0.03 0.16
C 0.398 -3.270 -0.828 0.13 -0.25 -0.07
C 0.284 -1.797 -0.707 0.12 0.00 -0.04
O -0.799 -1.253 -0.717 -0.21 -0.01 0.15
H 6.182 -0.507 1.231 0.03 -0.07 0.05
H 7.074 1.021 1.219 0.11 0.09 -0.04
H 7.309 -0.159 -0.066 0.13 0.04 -0.05
H 6.087 2.223 -1.664 0.19 0.22 0.08
H 2.891 1.851 0.498 -0.02 0.08 0.03
H -0.221 0.320 1.112 -0.11 0.03 0.06
H 0.664 1.843 0.988 -0.04 0.06 0.09
H 4.829 -1.505 -1.326 0.04 -0.08 -0.04
H 1.573 -4.912 -1.428 0.07 -0.04 -0.15
H -0.474 -3.853 -0.569 -0.15 0.04 -0.07
O -7.277 2.479 -3.492 -0.08 -0.01 -0.01
C -6.144 2.147 -3.443 0.11 -0.12 0.03
O -5.381 2.135 -2.326 0.07 -0.02 0.07
C -4.127 1.512 -2.629 0.00 -0.01 -0.01
C -4.044 1.691 -4.131 -0.13 0.02 -0.01
F -3.436 0.652 -4.750 -0.06 -0.08 0.03
O -5.407 1.729 -4.512 0.07 0.18 -0.07
H -4.172 0.453 -2.372 0.03 -0.03 -0.05
H -3.320 1.989 -2.086 -0.07 0.11 0.05
H -3.561 2.615 -4.452 0.08 -0.05 -0.05
O 5.248 -9.633 -3.848 0.01 -0.07 -0.04
C 4.672 -8.706 -3.399 -0.11 0.12 -0.04
O 5.003 -7.408 -3.588 -0.01 0.07 -0.02
C 3.973 -6.581 -3.034 0.06 0.01 -0.03
C 3.336 -7.518 -2.030 0.06 -0.10 -0.04
F 1.996 -7.319 -1.905 -0.02 0.00 -0.09
O 3.570 -8.788 -2.593 0.08 -0.01 0.17
H 3.261 -6.310 -3.815 -0.06 -0.01 0.03
H 4.393 -5.679 -2.601 0.12 -0.04 -0.03
H 3.778 -7.485 -1.032 -0.10 0.04 0.05
O 1.219 5.301 1.821 0.11 -0.05 -0.01
C 0.067 5.042 1.880 -0.15 -0.09 -0.06
O -0.835 5.256 0.897 -0.04 0.00 -0.05
C -2.072 4.629 1.263 -0.04 0.03 -0.06
C -1.949 4.553 2.770 0.01 0.05 -0.09
F -2.531 3.442 3.276 0.22 -0.18 0.08
O -0.546 4.476 2.959 -0.05 0.14 0.12
H -2.108 3.630 0.831 -0.08 -0.07 0.07
H -2.919 5.213 0.918 0.10 0.12 -0.01
H -2.338 5.422 3.302 -0.05 -0.06 0.07
O -5.335 3.640 3.142 -0.02 0.11 -0.11
C -5.347 3.113 4.200 0.06 -0.04 0.10
O -5.145 1.794 4.418 0.02 -0.07 0.03
C -5.082 1.565 5.828 0.03 -0.02 -0.02
C -5.816 2.772 6.378 0.03 0.05 -0.11
F -5.304 3.199 7.556 0.09 0.02 -0.03
O -5.582 3.749 5.382 -0.19 -0.01 0.02
H -4.041 1.575 6.153 0.00 0.03 0.06
H -5.543 0.614 6.076 -0.06 0.00 -0.11
H -6.892 2.637 6.497 0.00 0.02 0.10

=====

3.
65
Properties=species:S:1:pos:R:3:forces:R:3 method="wB97M-V/def2-TZVPD" total_charge=+1 homo_ev="-9.85 / -9.85" orbital_gap_ev="5.2 / 5.1" total_energy_ev=-122829.1263 e_above_lowest_kcal_mol=107.9
Ir 0.580 0.404 -0.531 1.36 -0.99 0.19
Cl -1.532 6.864 2.460 -0.03 0.48 0.11
C -1.483 5.217 1.994 0.13 -0.73 -0.55
C -0.826 4.850 0.819 -0.22 0.54 0.49
C -0.751 3.520 0.493 -0.87 -0.69 1.25
Cl 0.035 2.990 -0.939 0.22 -0.59 -0.45
C -1.286 2.471 1.304 -0.06 2.09 0.34
O -1.093 1.255 1.044 0.57 -2.08 -0.89
C -2.054 2.924 2.430 0.82 0.08 -0.80
Cl -2.854 1.736 3.366 -0.20 -0.29 0.29
C -2.116 4.255 2.779 0.12 0.20 -0.20
H -0.388 5.603 0.187 0.09 0.13 -0.07
H -2.643 4.561 3.670 -0.09 -0.04 0.04
C -0.193 -3.282 -0.048 -0.34 -0.07 0.12
C 0.775 -2.913 -1.096 -0.05 -0.88 -0.06
N 1.266 -1.726 -1.289 -0.51 1.68 0.80
C 2.206 -1.706 -2.286 0.28 -0.70 -0.55
C 2.414 -2.916 -2.884 -0.29 0.37 0.30
S 1.416 -4.112 -2.174 -0.01 0.86 0.41
C 2.911 -0.470 -2.533 0.73 -0.08 -0.53
C 4.062 -0.318 -3.253 -0.44 0.18 0.25
S 4.613 1.294 -3.161 -0.79 -0.15 0.42
C 3.259 1.686 -2.158 0.55 0.38 -0.26
N 2.464 0.679 -1.930 -1.25 -0.20 1.33
C 3.095 3.067 -1.660 0.07 0.21 0.16
H -0.130 -2.571 0.769 -0.02 -0.02 0.05
H -0.012 -4.292 0.311 0.07 -0.04 0.06
H -1.204 -3.235 -0.450 -0.04 0.00 0.04
H 3.080 -3.150 -3.689 0.16 -0.01 -0.16
H 4.604 -1.057 -3.806 0.10 -0.24 -0.06
H 4.048 3.587 -1.716 0.01 0.10 0.03
H 2.748 3.065 -0.628 0.06 -0.02 -0.02
H 2.373 3.606 -2.271 0.03 0.04 0.01
C -2.743 1.006 -2.273 0.16 -0.09 -0.29
N -3.265 0.479 -1.031 0.44 -0.32 0.10
C -4.477 1.080 -0.532 -0.32 0.23 0.16
C -2.551 -0.426 -0.333 -1.44 0.49 0.41
O -1.388 -0.736 -0.661 1.64 0.13 -0.35
N -3.161 -1.016 0.737 0.24 0.02 -0.37
C -4.456 -1.654 0.641 -0.20 -0.01 0.00
C -2.366 -1.434 1.868 0.25 0.01 0.06
H -3.210 0.511 -3.131 0.08 0.09 0.02
H -1.662 0.844 -2.310 -0.33 0.10 -0.14
H -2.954 2.076 -2.330 0.07 -0.09 0.03
H -4.405 2.164 -0.628 0.02 0.00 -0.02
H -4.608 0.842 0.519 0.01 0.05 -0.02
H -5.350 0.746 -1.095 -0.05 0.00 0.02
H -4.923 -1.462 -0.320 0.00 0.03 -0.01
H -5.118 -1.306 1.437 -0.04 -0.04 -0.03
H -4.327 -2.737 0.745 -0.07 0.03 0.01
H -1.443 -0.860 1.877 -0.03 -0.03 0.17
H -2.147 -2.503 1.851 -0.03 -0.12 -0.02
H -2.931 -1.211 2.773 0.08 -0.01 0.05
F 4.697 -4.606 1.657 -0.26 0.42 -0.03
C 4.048 -3.444 1.631 -0.08 0.21 -0.07
C 4.579 -2.356 0.935 -0.07 0.01 -0.10
F 5.727 -2.481 0.270 -0.08 -0.05 0.12
C 3.892 -1.150 0.907 -0.17 0.00 0.11
F 4.407 -0.123 0.219 0.08 -0.38 0.11
C 2.666 -0.979 1.560 0.39 -0.44 0.08
S 1.853 0.558 1.570 -0.88 0.15 -1.78
C 2.156 -2.085 2.254 -0.03 0.25 -0.16
F 0.979 -1.975 2.881 0.35 -0.22 -0.13
C 2.822 -3.303 2.281 -0.06 -0.09 0.02
F 2.274 -4.346 2.906 0.17 0.15 -0.06